{
  "formula": "C21H27FN4O2",
  "method": "wB97M-V/def2-TZVPD",
  "e_homo_ev": -9.018,
  "smiles": "CCN(CCn1cccn1)C(=O)[C@@H]1CCC(=O)N(CCc2cccc(F)c2)C1",
  "fmax_ha_per_bohr": 0.016,
  "homo_lumo_gap_ev": 9.591,
  "charge": 0,
  "symbols": ["H", "H", "H", "H", "H", "H", "H", "C", "H", "N", "C", "C", "C", "C", "C", "C", "C", "H", "H", "H", "C", "H", "O", "H", "N", "C", "C", "H", "H", "H", "N", "N", "C", "F", "C", "H", "H", "C", "H", "H", "H", "C", "H", "H", "C", "C", "C", "H", "C", "H", "H", "O", "C", "C", "H"],
  "coordinates": [[-2.077, 1.837, -0.043], [-1.383, -1.637, 2.536], [-2.658, -1.119, 3.644], [5.851, 1.582, 0.509], [3.026, -0.199, -1.566], [-4.102, -0.476, 1.730], [3.545, 1.423, -1.042], [-4.787, 1.196, -1.207], [3.662, 0.668, 1.293], [-5.169, -0.045, -0.846], [-5.469, 2.077, -0.400], [-1.739, -0.815, -0.545], [0.651, -0.145, -0.690], [6.101, 0.573, 0.222], [-3.023, -0.580, 1.589], [-1.074, 1.589, -0.398], [1.392, 2.152, -0.055], [-6.925, 1.543, 1.208], [-0.174, 2.580, 1.296], [-2.917, -2.502, 2.578], [-6.243, 1.258, 0.432], [-5.423, 3.146, -0.409], [2.292, 2.953, 0.121], [-4.057, -1.089, -2.231], [-2.798, -1.088, 0.250], [-0.053, 2.538, 0.209], [-4.666, -1.291, -1.349], [-0.575, 0.075, 1.061], [-1.073, 1.678, -1.486], [3.166, -0.970, 0.823], [-6.045, -0.017, 0.154], [1.638, 0.887, -0.464], [-0.686, 0.157, -0.021], [8.346, 1.217, -0.056], [7.776, -1.026, -0.481], [0.481, -0.271, -1.768], [1.046, -1.092, -0.308], [6.800, -2.006, -0.527], [-2.585, 0.413, 1.692], [-5.502, -1.942, -1.617], [7.066, -3.011, -0.817], [5.128, -0.417, 0.179], [8.804, -1.237, -0.728], [-4.432, -2.336, 0.532], [-3.801, -1.992, -0.287], [-2.457, -1.519, 2.654], [5.489, -1.704, -0.202], [-3.302, -2.843, -0.756], [3.012, 0.518, -0.742], [-0.188, 3.555, -0.164], [4.737, -2.479, -0.240], [-1.650, -1.301, -1.660], [7.403, 0.252, -0.106], [3.703, -0.076, 0.497], [-4.081, 1.359, -1.997]]
}

{
  "formula": "C21H27FN4O2",
  "method": "wB97M-V/def2-TZVPD",
  "e_homo_ev": -7.414,
  "fmax_ha_per_bohr": 0.320,
  "homo_lumo_gap_ev": 7.839,
  "charge": 0,
  "symbols": ["O", "H", "H", "H", "C", "C", "H", "C", "H", "C", "H", "C", "C", "H", "C", "H", "C", "H", "C", "H", "C", "C", "C", "C", "C", "H", "N", "H", "C", "H", "H", "C", "O", "H", "H", "C", "N", "C", "H", "C", "H", "N", "H", "H", "H", "C", "N", "H", "F", "H", "H", "H", "H", "C", "H"],
  "coordinates": [[0.105, 1.267, -0.615], [6.665, 3.159, 0.379], [-3.160, -1.561, -1.676], [-5.950, 0.489, 0.343], [-3.676, 1.268, -0.931], [2.737, -0.287, 0.796], [-1.122, -2.705, 1.960], [-3.320, -0.247, 0.860], [-3.746, -1.102, 0.522], [0.479, -0.732, -1.715], [-2.000, 1.550, 0.066], [-2.071, -1.501, -1.761], [-1.189, -2.370, -1.427], [5.969, 3.053, -1.327], [-2.595, 0.686, -0.239], [-5.490, 2.671, -0.844], [5.153, 0.739, 0.054], [2.209, -2.686, -0.756], [2.977, 1.021, 0.779], [-4.385, 0.581, -1.558], [4.065, 1.826, 0.366], [6.662, 2.651, -0.492], [1.558, -0.802, 1.393], [4.957, -0.687, 0.291], [-0.417, 0.185, -0.790], [-6.015, 2.059, 1.320], [0.082, -2.147, -1.321], [1.233, 0.515, 2.913], [3.850, -1.108, 0.435], [-3.192, 1.842, -1.980], [1.410, -0.578, -1.539], [0.780, -1.993, 0.785], [6.439, 1.088, -0.591], [-1.578, -2.884, -0.272], [-1.974, -0.990, -2.881], [-5.231, 1.626, 0.765], [-0.192, -1.242, 2.764], [-4.570, 2.185, -0.586], [2.121, 1.525, 0.892], [-4.259, 0.747, 1.658], [3.880, -2.285, 0.752], [-1.584, -0.151, -0.991], [0.697, -3.759, -0.253], [-1.420, -3.394, -2.013], [-2.451, -0.628, 1.593], [-0.363, -2.070, 1.933], [0.834, -0.448, 2.505], [-4.558, 0.196, 2.446], [6.199, -1.435, -0.074], [0.312, -0.627, -2.885], [-3.932, 2.929, 0.154], [4.091, 2.796, 0.166], [-3.740, 1.673, 2.037], [0.927, -2.767, -0.439], [7.788, 2.856, -0.971]]
}

{
  "formula": "C21H27N2",
  "method": "wB97M-V/def2-TZVPD",
  "e_homo_ev": -11.500,
  "smiles": "CN(C)[C@@H](c1ccccc1)[C@H](C=[N+]1CCCC1)c1ccccc1",
  "fmax_ha_per_bohr": 0.052,
  "homo_lumo_gap_ev": 7.521,
  "charge": 1,
  "symbols": ["C", "H", "H", "H", "H", "H", "C", "H", "H", "C", "H", "H", "N", "H", "H", "C", "H", "C", "H", "C", "N", "H", "H", "C", "H", "C", "C", "C", "H", "C", "C", "C", "H", "H", "H", "C", "H", "C", "H", "C", "C", "C", "C", "H", "C", "H", "H", "C", "H", "H"],
  "coordinates": [[-4.119, 1.060, -1.668], [0.112, -3.522, 2.570], [-1.669, 3.092, 2.169], [1.415, -1.995, -1.190], [-1.571, 1.637, 3.409], [5.431, -0.571, -1.752], [-0.787, -0.478, -1.274], [3.834, -2.455, -1.382], [-1.644, -0.033, 2.850], [3.882, 0.929, -1.848], [-2.337, 1.776, -0.589], [4.041, -1.750, 2.403], [-0.635, 1.352, 1.564], [-5.086, -0.810, -1.127], [4.568, 1.755, -2.068], [1.619, 0.169, -1.356], [-0.100, 0.624, 3.523], [3.463, -1.429, -1.482], [-0.835, -1.504, 1.515], [2.411, -0.520, 1.682], [-2.060, -0.173, -1.436], [-2.166, 1.741, -2.350], [3.064, 0.317, 1.439], [2.125, -2.754, 2.607], [-2.840, -1.531, -2.865], [-0.991, 0.858, 2.912], [0.431, 0.799, 0.824], [1.024, -0.442, 1.460], [-4.443, 1.681, -2.523], [2.104, -1.151, -1.368], [0.214, 0.426, -0.733], [-0.843, 2.830, 1.476], [1.238, 1.619, 0.634], [0.061, 3.395, 1.801], [-0.080, 1.488, -0.798], [0.221, -1.539, 1.737], [2.132, 2.215, -1.806], [2.506, 1.189, -1.696], [-3.089, -2.026, -1.193], [-3.062, -1.156, -1.857], [-2.575, 1.191, -1.490], [-4.411, -0.433, -1.899], [0.772, -2.679, 2.324], [-0.548, -1.520, -1.529], [4.363, -0.380, -1.726], [2.561, -3.646, 3.049], [-4.903, -0.565, -2.864], [2.965, -1.685, 2.240], [-4.630, 1.454, -0.770], [-1.131, 3.149, 0.451]]
}

{
  "formula": "C21H27N3O2",
  "method": "wB97M-V/def2-TZVPD",
  "e_homo_ev": -7.564,
  "smiles": "COc1cccc(N2CCN(CC(=O)N[C@@H](C)c3ccccc3)CC2)c1",
  "fmax_ha_per_bohr": 0.009,
  "homo_lumo_gap_ev": 8.141,
  "charge": 0,
  "symbols": ["C", "H", "N", "H", "C", "H", "O", "H", "C", "C", "H", "H", "C", "H", "C", "H", "O", "H", "H", "H", "H", "C", "N", "C", "H", "H", "H", "C", "H", "C", "C", "H", "C", "C", "H", "C", "C", "H", "H", "C", "H", "H", "H", "C", "C", "H", "H", "C", "C", "N", "H", "H", "C"],
  "coordinates": [[-2.987, -0.085, 0.673], [5.198, -1.031, 1.998], [-1.654, 1.261, -0.838], [-0.370, -0.932, 0.045], [-1.166, -1.662, 0.281], [-1.562, -2.758, 3.239], [-2.088, 2.089, 1.215], [3.985, -5.024, 0.538], [0.633, 1.898, -1.449], [-2.223, 1.211, 0.386], [-0.761, 0.047, 2.312], [-3.466, -0.463, -0.234], [-0.816, 2.364, -1.275], [1.253, 2.736, -1.757], [1.468, -2.104, 2.094], [-0.864, 3.102, -0.468], [4.718, -3.084, 0.609], [1.224, -0.420, 3.421], [-1.679, -1.940, -0.644], [-3.756, 0.135, 1.417], [-2.518, 5.901, -3.772], [2.413, -2.822, 1.348], [0.157, -2.571, 2.133], [-2.365, 4.085, -4.894], [-1.637, 4.908, -1.701], [-1.210, 1.154, -3.691], [-1.285, -3.648, 1.112], [-1.998, 2.751, -4.862], [3.646, -4.021, -0.901], [4.160, -1.319, 2.038], [-1.360, 2.966, -2.549], [0.193, -3.332, 0.179], [-1.495, -0.759, 2.463], [-1.498, 2.196, -3.698], [-2.754, 4.518, -5.804], [-0.509, -2.907, 0.894], [-2.232, 4.860, -3.755], [-2.261, -0.398, 3.152], [0.702, 1.121, -2.207], [-1.734, 4.302, -2.590], [1.016, 1.507, -0.509], [-2.100, 2.140, -5.748], [5.303, -4.582, -0.574], [1.909, -1.002, 2.827], [-0.802, -1.992, 3.050], [2.094, -3.706, 0.819], [3.558, 0.237, 3.360], [3.240, -0.625, 2.792], [4.377, -4.238, -0.115], [-2.141, -1.136, 1.216], [-0.315, -1.753, 3.994], [-1.818, 0.518, -1.498], [3.741, -2.436, 1.313]]
}

{
  "formula": "C21H27N3O4S",
  "method": "wB97M-V/def2-TZVPD",
  "e_homo_ev": -8.819,
  "smiles": "Cc1cc(S(=O)(=O)NCc2ccccc2)ccc1OCC(=O)N1CCN(C)CC1",
  "fmax_ha_per_bohr": 0.017,
  "homo_lumo_gap_ev": 9.470,
  "charge": 0,
  "symbols": ["C", "C", "H", "C", "H", "C", "C", "C", "O", "C", "C", "C", "S", "H", "H", "H", "H", "H", "H", "H", "H", "H", "C", "H", "H", "C", "C", "N", "C", "H", "O", "H", "C", "H", "H", "C", "H", "N", "H", "C", "C", "H", "H", "N", "H", "H", "C", "H", "C", "H", "C", "O", "H", "H", "O", "C"],
  "coordinates": [[4.447, 2.411, 0.404], [-1.554, 1.052, -1.512], [-0.511, -3.382, -1.547], [-0.757, -2.019, 1.521], [-2.581, -3.185, -2.756], [-3.541, 1.022, 1.402], [3.667, 0.156, 0.720], [-4.484, -0.122, 0.996], [1.901, -3.509, 1.753], [4.894, -0.313, 0.266], [3.455, 1.526, 0.789], [-1.863, 2.650, 0.809], [1.490, -3.134, 0.429], [6.834, 0.194, -0.472], [-2.445, -0.981, 2.301], [-3.681, 0.750, -1.259], [-0.244, 1.221, 0.800], [-1.589, 0.992, -2.602], [4.270, 3.475, 0.465], [2.510, 1.900, 1.154], [-4.050, -2.931, -1.796], [-2.108, 3.613, 0.350], [0.752, 1.668, -1.678], [-1.304, 0.052, -1.116], [6.436, 2.626, -0.358], [-2.927, 1.486, -0.991], [5.662, 1.936, -0.056], [2.184, -1.655, 0.007], [-2.037, -1.495, 1.446], [-3.246, -1.558, -2.537], [1.753, -4.028, -0.661], [2.932, -1.824, -0.649], [5.885, 0.571, -0.122], [0.682, 1.616, -2.763], [0.255, 2.920, 0.553], [-0.223, -2.662, 0.426], [5.077, -1.378, 0.227], [-2.874, 1.680, 0.439], [2.954, -1.455, 1.944], [-0.504, 2.175, 0.303], [-2.249, -2.347, -0.821], [-5.385, 0.297, 0.536], [1.474, 2.439, -1.413], [-0.544, 2.027, -1.140], [-1.866, 2.748, 1.895], [-3.186, 2.448, -1.449], [-2.767, -1.618, 0.268], [1.116, 0.699, -1.301], [-3.077, -2.521, -2.055], [-4.776, -0.629, 1.924], [2.595, -0.816, 1.124], [-3.983, -1.044, 0.051], [1.707, -0.281, 1.475], [-0.171, -1.931, 2.422], [-3.441, 1.314, 2.581], [-0.964, -2.848, -0.727]]
}

{
  "formula": "C21H27N3O5S2",
  "method": "wB97M-V/def2-TZVPD",
  "e_homo_ev": -7.873,
  "smiles": "COc1cc(/C=C2\\SC(=S)N(CCC(=O)N3CCN(C)CC3)C2=O)cc(OC)c1OC",
  "fmax_ha_per_bohr": 0.024,
  "homo_lumo_gap_ev": 7.019,
  "charge": 0,
  "symbols": ["O", "N", "H", "C", "H", "H", "C", "H", "H", "H", "C", "C", "C", "C", "N", "C", "O", "H", "H", "C", "H", "H", "C", "C", "C", "H", "H", "S", "S", "H", "H", "C", "H", "H", "C", "H", "H", "H", "C", "O", "H", "C", "H", "H", "O", "C", "N", "C", "C", "C", "C", "H", "H", "H", "O", "H", "H", "C"],
  "coordinates": [[-1.979, -4.191, -2.549], [-0.687, -3.249, -0.968], [0.188, -2.050, 0.472], [0.691, 3.866, 1.488], [1.121, -5.143, -1.720], [2.061, 6.006, -3.516], [-3.799, -2.599, -0.461], [0.477, 5.207, -3.370], [0.023, -3.285, -2.908], [2.797, 7.257, 1.928], [-0.216, 2.494, -0.301], [-3.005, -3.910, -0.424], [0.355, 3.361, -1.244], [1.255, 4.743, 0.542], [1.969, -3.912, -0.209], [0.862, -4.076, 0.714], [-2.500, -0.690, -2.053], [2.807, 5.634, 2.665], [0.213, 3.152, -2.291], [2.223, 6.342, 2.074], [-4.700, -2.693, 0.152], [3.900, -4.578, -0.566], [-1.837, -3.826, -1.399], [-0.029, 2.765, 1.056], [0.412, -3.115, -1.904], [-4.066, -2.364, -1.495], [0.806, -2.097, -1.827], [-3.491, -2.140, 2.568], [-1.835, 0.159, 1.607], [0.706, 2.283, 3.713], [-0.459, 2.098, 1.782], [0.308, 3.299, 3.780], [0.583, 3.732, 4.740], [0.434, -5.095, 0.664], [1.512, -4.120, -1.573], [1.975, 4.233, -3.382], [-1.045, -3.160, 1.108], [-0.782, 3.270, 3.694], [-2.403, -0.607, -0.852], [1.658, 5.364, -1.669], [2.357, -3.972, -2.249], [1.525, 5.177, -3.058], [-1.043, 1.284, -1.859], [-3.661, -4.703, -0.786], [0.883, 4.148, 2.814], [3.081, -4.773, 0.125], [-3.029, -1.478, 0.031], [-0.235, -3.058, 0.389], [1.075, 4.464, -0.837], [-2.858, -1.248, 1.355], [-1.654, 0.416, -0.117], [1.225, -3.903, 1.730], [1.295, 6.573, 2.600], [-2.708, -4.146, 0.597], [1.978, 5.859, 0.771], [2.823, -5.843, 0.071], [3.416, -4.546, 1.136], [-0.975, 1.381, -0.781]]
}

{
  "formula": "C21H27N4O10S3Sc",
  "method": "wB97M-V/def2-TZVPD",
  "e_homo_ev": -8.488,
  "fmax_ha_per_bohr": 0.015,
  "homo_lumo_gap_ev": 8.864,
  "charge": 0,
  "symbols": ["C", "H", "O", "H", "C", "H", "N", "H", "C", "H", "C", "O", "H", "Sc", "O", "O", "N", "O", "H", "C", "C", "H", "O", "C", "C", "N", "C", "H", "S", "H", "C", "H", "O", "C", "C", "H", "H", "C", "C", "C", "C", "H", "C", "C", "H", "S", "S", "H", "O", "C", "H", "N", "H", "C", "H", "H", "C", "O", "H", "H", "H", "H", "H", "O", "H", "H"],
  "coordinates": [[4.318, -2.009, 2.312], [0.717, 5.571, -1.062], [-1.242, 1.290, -2.014], [0.214, -0.751, -2.303], [3.487, -2.317, 1.242], [5.726, -1.291, 4.391], [-2.530, -0.431, 1.658], [0.066, -4.319, 1.449], [-4.643, -0.932, -3.879], [-6.489, 1.830, -4.498], [-3.746, 0.966, -2.699], [-3.193, -2.867, -2.356], [3.949, 3.232, 0.530], [-0.924, 0.162, -0.143], [-0.175, -1.885, 0.218], [-1.281, -1.498, -3.062], [-1.895, -0.372, 2.905], [-2.747, 1.565, -0.266], [-0.245, -4.570, -0.297], [-3.693, -0.402, -3.020], [1.613, 0.624, -2.447], [-4.787, 2.800, -3.005], [-0.201, 0.467, 1.711], [1.133, 4.655, -0.672], [1.564, -2.057, 2.686], [0.758, 2.352, -0.083], [-5.709, 1.200, -4.091], [2.090, 0.096, -3.276], [-2.539, -1.592, -2.343], [3.899, -2.499, 0.259], [-0.653, 0.260, 2.913], [3.399, 1.100, 1.216], [-2.736, 3.255, -2.054], [-4.756, 1.747, -3.241], [2.922, 3.357, 0.217], [1.969, -1.432, 4.679], [1.336, -5.026, 0.396], [0.503, -4.326, 0.452], [0.343, 3.533, -0.559], [4.687, -1.354, 4.709], [2.118, -2.352, 1.447], [4.409, -0.400, 5.157], [3.787, -1.704, 3.560], [2.035, 2.270, 0.322], [3.138, 5.395, -0.368], [-2.569, 1.880, -1.706], [1.099, -2.698, 0.053], [-4.608, -1.988, -4.102], [-2.396, -1.052, -0.960], [2.402, -1.719, 3.730], [1.815, 0.542, 1.295], [2.505, 1.051, 0.751], [0.992, 1.435, -2.828], [-5.647, -0.137, -4.420], [-2.452, -0.254, 3.740], [4.622, -2.108, 5.495], [2.466, 4.552, -0.281], [-0.078, 0.518, 3.951], [-6.379, -0.573, -5.086], [2.381, 1.023, -1.790], [0.491, -2.054, 2.819], [-3.240, 0.290, 1.549], [-2.935, -1.345, 1.498], [0.833, -0.300, -1.684], [-0.691, 3.583, -0.881], [5.390, -1.983, 2.165]]
}

{
  "formula": "C21H28AuClN9S2",
  "method": "wB97M-V/def2-TZVPD",
  "e_homo_ev": [-10.489, -10.489],
  "fmax_ha_per_bohr": 0.053,
  "homo_lumo_gap_ev": [5.283, 5.284],
  "charge": 1,
  "symbols": ["N", "C", "C", "H", "H", "N", "C", "Au", "N", "C", "H", "H", "C", "H", "N", "H", "H", "S", "C", "H", "C", "H", "H", "C", "H", "H", "Cl", "C", "H", "H", "S", "H", "N", "H", "H", "H", "C", "N", "H", "H", "H", "C", "H", "H", "H", "C", "N", "C", "C", "H", "H", "C", "H", "N", "C", "C", "C", "N", "C", "C", "H", "C"],
  "coordinates": [[2.876, -1.352, -1.437], [-2.422, -2.357, -0.704], [0.257, 2.388, -3.251], [-1.326, 0.082, 4.140], [-2.447, 1.155, 4.972], [1.648, -0.188, 0.141], [-0.975, -3.668, 1.188], [-0.420, 0.192, -0.947], [-3.261, 1.290, 0.888], [-2.124, 1.172, 1.628], [4.531, -2.163, -2.434], [2.382, -3.174, -2.244], [4.940, -0.327, -1.301], [-2.475, -5.203, 1.116], [-0.971, 0.867, 1.107], [-4.335, 0.858, 3.598], [5.651, -0.929, -0.719], [-0.126, 2.558, -1.593], [-2.889, -3.573, -0.228], [-5.274, 1.347, 1.474], [-1.728, 1.093, 4.157], [3.860, -0.686, -3.166], [1.150, -1.926, -2.514], [-2.153, -4.249, 0.731], [-3.159, 2.474, -0.852], [-2.645, 0.780, -1.030], [-0.002, -4.433, 2.378], [4.082, -1.193, -2.218], [-2.963, -1.801, -1.456], [1.348, -2.632, -0.902], [-0.312, -0.302, -3.355], [-4.472, 2.928, 1.403], [-2.427, 1.430, 2.935], [0.175, -0.270, 2.435], [0.239, 1.498, 2.691], [1.571, 1.821, 0.730], [-3.846, 1.702, 3.096], [-1.291, -1.824, -0.268], [4.670, 0.219, 1.586], [-0.930, 1.802, 4.371], [5.499, 0.441, -1.839], [2.770, -0.378, -0.489], [3.975, 1.782, 1.085], [5.539, 1.281, 0.475], [2.311, 0.716, 1.920], [0.203, 0.707, 1.940], [3.965, 0.293, -0.411], [0.218, 1.207, -3.972], [0.647, 1.180, -5.317], [-3.810, -3.986, -0.606], [0.326, -1.953, 0.975], [4.550, 0.922, 0.754], [-4.365, 1.161, -0.838], [1.010, 1.099, -6.401], [-0.581, -2.447, 0.658], [0.652, 3.581, -3.895], [-3.356, 1.443, -0.536], [0.973, 4.563, -4.390], [1.520, 0.820, 1.173], [1.885, -2.314, -1.793], [-3.996, 2.602, 3.698], [-4.337, 1.873, 1.667]]
}